DFT (wB97M-V/def2-TZVPD) results for a structure of composition C27H30Cl3GeO5PRuS2.

* 2S+1: 6
* frontier orbital gap (alpha / beta): 6.66 / 6.48 eV
* energy above the lowest of the compared OMol25 structures with the same formula, charge and spin: 31.97 kJ/mol
* total charge: -1
* <S²>: 8.771

Geometry (Å):
Ru 0.558221 0.701427 0.489194
C -2.697955 4.442513 -4.012620
O -3.620425 4.264884 -2.947537
C -3.118930 3.776508 -1.791350
C -4.063694 3.533459 -0.777376
C -3.629115 3.011450 0.407060
C -2.275520 2.692247 0.644877
C -1.885408 2.062492 1.889491
C -2.902595 1.866082 2.982931
O -0.742811 1.656071 2.104969
C -1.327981 2.977954 -0.370983
O -0.038224 2.740504 -0.267235
C -1.782857 3.528661 -1.586449
H -3.286034 4.720816 -4.882093
H -2.153111 3.519180 -4.221692
H -1.982203 5.236661 -3.786542
H -5.107683 3.763600 -0.956209
H -4.358912 2.830935 1.188097
H -3.312768 2.828345 3.302117
H -2.406891 1.387150 3.820742
H -3.726172 1.236813 2.637118
H -1.025256 3.742089 -2.326579
C 6.235766 1.803050 2.955523
C 5.615950 0.589995 2.306532
O 4.821343 1.031918 1.193665
P 3.466684 0.282248 0.798337
S 2.717022 1.213920 -0.795671
S 2.277795 0.009440 2.375085
O 4.085517 -1.137639 0.354569
C 3.217538 -2.196960 -0.079780
C 3.702953 -3.497515 0.515535
H 6.788288 1.493840 3.848238
H 5.458058 2.512041 3.243936
H 6.925083 2.303598 2.270486
H 4.989649 0.045272 3.012868
H 6.373690 -0.090822 1.915916
H 3.240215 -2.222051 -1.170688
H 2.197437 -1.994634 0.234885
H 4.752922 -3.665133 0.261921
H 3.107148 -4.331636 0.133223
H 3.609250 -3.467849 1.604199
C -1.841606 -6.226083 0.334338
C -0.747102 -5.979572 1.152608
C -0.300003 -4.677785 1.343187
C -0.920378 -3.594143 0.713223
C -2.023606 -3.859978 -0.103944
C -2.478082 -5.158914 -0.287255
C -0.369947 -2.229630 0.939550
C -0.442875 -1.166247 0.132362
C -1.020635 -1.140229 -1.229618
C -0.458848 -1.883715 -2.274070
C -0.960695 -1.799375 -3.565632
C -2.042082 -0.971149 -3.850972
C -2.609924 -0.228230 -2.824750
C -2.102288 -0.308563 -1.533773
H -2.200710 -7.238439 0.190957
H -0.238019 -6.801212 1.644323
H 0.554096 -4.485358 1.988044
H -2.531597 -3.039012 -0.593113
H -3.339701 -5.338728 -0.919576
H 0.190160 -2.129920 1.865469
H 0.383405 -2.530979 -2.053579
H -0.506503 -2.387432 -4.357125
H -2.428757 -0.902031 -4.860644
H -3.445919 0.433309 -3.029362
H -2.546649 0.278417 -0.739726
Cl 1.974121 5.162645 -0.445155
Ge 1.281923 3.797911 1.138905
Cl -0.368979 5.012038 2.000290
Cl 2.845214 4.191479 2.706325

Cartesian forces (eV/Å) of the 2 atoms listed first:
0.0 -0.8 0.1
0.0 0.0 0.0



DFT (wB97M-V/def2-TZVPD) results for a structure of composition C27H30Cl3N2PtS2SbSi2.

* 2S+1: 1
* frontier orbital gap: 6.87 eV
* energy above the lowest of the compared OMol25 structures with the same formula, charge and spin: 134.94 kJ/mol
* total charge: 0

Geometry (Å):
Pt -0.398751 -0.766631 1.887538
S 2.188504 -1.122557 4.045111
Sb 1.285516 -0.700228 -0.281618
C 0.773761 -2.443803 -1.378018
C 1.443546 -2.773629 -2.553370
C 1.094960 -3.914565 -3.262481
C 0.072837 -4.733503 -2.802601
C -0.596764 -4.411398 -1.631079
C -0.242396 -3.274434 -0.918725
C 0.254081 0.703298 -1.514282
C 0.609318 2.051753 -1.496352
C -0.104780 2.987179 -2.231878
C -1.208451 2.588465 -2.973177
C -1.586571 1.252441 -2.980639
C -0.856022 0.315116 -2.260722
C 3.245103 -0.431361 -1.055943
C 4.230308 -1.286526 -0.560958
C 5.529563 -1.212410 -1.039324
C 5.857970 -0.277813 -2.011861
C 4.883478 0.573469 -2.509265
C 3.579092 0.496552 -2.035258
H 2.244023 -2.143375 -2.924270
H 1.624048 -4.165801 -4.173034
H -0.196698 -5.625667 -3.353282
H -1.388569 -5.051950 -1.263382
H -0.748699 -3.038877 0.010732
H 1.456137 2.389807 -0.905739
H 0.195808 4.028199 -2.215681
H -1.769036 3.314962 -3.547789
H -2.445671 0.935167 -3.558407
H -1.152832 -0.727596 -2.291056
H 3.985712 -2.019733 0.200485
H 6.284906 -1.883227 -0.650699
H 6.873219 -0.214723 -2.381797
H 5.134475 1.299292 -3.272268
H 2.828061 1.155258 -2.451457
C -3.570050 0.171432 2.782625
Si -2.586754 -1.403925 2.425694
C -3.298610 -2.175294 0.869664
C -3.000455 -2.548122 3.839658
H -4.469389 -0.116884 3.333595
H -3.897349 0.702360 1.885475
H -3.005637 0.872358 3.399205
H -4.374949 -2.273663 1.048197
H -2.889006 -3.169589 0.687437
H -3.158972 -1.585796 -0.039182
H -4.080610 -2.700358 3.926423
H -2.643895 -2.141813 4.785776
H -2.541289 -3.523590 3.702827
N -2.037016 6.133913 0.847486
C -0.820744 5.562451 0.845602
S 0.570708 6.361176 0.525051
C -0.843523 4.090691 1.118455
C 0.160818 3.499245 1.879111
C 0.116302 2.139958 2.099907
N -0.837549 1.355852 1.572051
C -1.782596 1.917186 0.823683
C -1.838585 3.282437 0.594751
H -2.096537 7.128881 0.705311
H -2.839261 5.649624 1.212953
H 0.962937 4.097624 2.286438
H 0.860080 1.639814 2.709445
H -2.517209 1.252927 0.389872
H -2.619566 3.678478 -0.039588
Cl 1.843746 -3.745318 1.910094
Si 0.739220 -2.322683 2.964484
Cl 0.106419 -3.348841 4.653020
Cl 3.410116 -0.351663 2.597055

Cartesian forces (eV/Å) of the 2 atoms listed first:
0.0 0.5 -0.4
0.3 0.1 0.4



DFT (wB97M-V/def2-TZVPD) results for a structure of composition C27H30CrN5S2Si2.

* 2S+1: 4
* frontier orbital gap (alpha / beta): 7.54 / 6.42 eV
* energy above the lowest of the compared OMol25 structures with the same formula, charge and spin: 62.19 kJ/mol
* total charge: 0
* <S²>: 3.947

Geometry (Å):
Cr 0.620392 -0.175909 -0.293685
C -2.566657 1.762446 0.113461
Si -0.970125 1.286257 0.987178
C -0.189172 2.943643 1.468868
C -1.511599 0.510975 2.626220
C -2.165418 1.219283 3.647599
C -2.467406 0.614702 4.854338
C -2.130170 -0.723592 5.058103
C -1.507045 -1.439640 4.051313
C -1.182846 -0.836013 2.825433
Si -0.403392 -1.764110 1.355149
C 0.795772 -3.026912 2.092456
C -1.901454 -2.781818 0.818014
H -3.243606 2.228682 0.836033
H -3.074038 0.890795 -0.307525
H -2.393215 2.478759 -0.693425
H -0.922043 3.548026 2.014544
H 0.122135 3.528640 0.604211
H 0.681181 2.812182 2.114731
H -2.432701 2.261336 3.500842
H -2.958352 1.176643 5.639600
H -2.360786 -1.200030 6.003572
H -1.267493 -2.484470 4.222628
H 0.283070 -3.705677 2.781926
H 1.609004 -2.540841 2.639851
H 1.254130 -3.638096 1.310323
H -2.387221 -3.174411 1.716709
H -1.652795 -3.625195 0.174597
H -2.623736 -2.159112 0.285074
C 0.029322 3.754036 -2.553630
C -1.095478 3.436023 -3.300995
C -1.542101 2.129714 -3.332985
C -0.860746 1.154347 -2.608167
N 0.200047 1.478766 -1.853540
C 0.637191 2.737114 -1.841361
C -1.179186 -0.302111 -2.664710
C -1.909667 -0.812960 -3.738674
C -1.989289 -2.184198 -3.925892
C -1.323400 -3.031605 -3.047013
C -0.623793 -2.506070 -1.966151
C -0.544491 -1.129153 -1.722033
H 0.422568 4.759440 -2.508863
H -1.619672 4.202551 -3.857531
H -2.420343 1.862071 -3.902077
H 1.512515 2.926891 -1.231933
H -2.379583 -0.152946 -4.457372
H -2.541031 -2.586456 -4.765815
H -1.354728 -4.103304 -3.204717
H -0.115483 -3.196212 -1.301745
N 1.664415 0.494452 3.296152
C 2.621345 0.290521 2.381167
N 2.433294 0.222578 1.075780
C 3.665716 0.036762 0.451177
C 4.744927 -0.049959 1.249339
S 4.265019 0.148406 2.888554
C 3.675070 -0.085098 -1.004869
C 4.729248 0.095923 -1.823057
S 4.251793 -0.223071 -3.446874
C 2.649047 -0.555506 -2.903802
N 2.478266 -0.441696 -1.603731
N 1.681219 -0.871486 -3.782748
H 0.694371 0.377164 3.027470
H 1.866064 0.329486 4.266885
H 5.764247 -0.249574 0.970693
H 5.728087 0.405342 -1.572002
H 1.926876 -1.130669 -4.720582
H 0.803903 -1.216078 -3.412519

Cartesian forces (eV/Å) of the 2 atoms listed first:
0.3 0.1 -0.1
-0.2 0.1 -0.1



DFT (wB97M-V/def2-TZVPD) results for a structure of composition C27H30F5N5O5SSeTeW in a non-equilibrium geometry.

* 2S+1: 1
* frontier orbital gap: 4.51 eV
* energy above the lowest of the compared OMol25 structures with the same formula, charge and spin: 324.56 kJ/mol
* total charge: -2

Geometry (Å):
W 1.077296 0.041880 0.413730
C -0.457654 -2.902000 3.740595
C 0.933955 -2.267322 3.778836
C 1.855464 -2.628363 2.614611
N 1.479700 -2.197396 1.260506
C 1.708159 -3.024740 0.302351
C 2.435150 -4.269830 0.396344
C 2.286184 -5.400353 -0.354407
C 1.375376 -5.666668 -1.394791
C 0.676425 -4.718111 -2.103160
C 0.800423 -3.326909 -2.042735
C 1.379528 -2.528849 -1.055277
N 1.710626 -1.250457 -1.195149
C 2.255491 -0.800262 -2.480641
C 1.716231 0.549404 -2.912063
C 0.214994 0.551939 -2.774077
N -0.236353 0.311772 -1.395663
C -1.519611 0.223075 -1.210837
C -2.479965 0.467938 -2.248345
C -3.839474 0.540470 -2.207823
C -4.722806 0.426404 -1.116958
C -4.375845 0.105258 0.162302
C -3.125585 -0.275398 0.675019
C -1.869641 -0.315191 0.096149
N -0.837566 -0.993361 0.670819
C -1.289175 -2.176782 1.425860
C -1.464284 -2.064483 2.950043
H -0.405290 -3.919120 3.328515
H -0.821508 -2.988079 4.768942
H 0.813760 -1.196119 3.865887
H 1.460962 -2.607790 4.676170
H 2.842130 -2.203489 2.827166
H 1.942249 -3.716289 2.622187
H 3.177241 -4.318256 1.182268
H 2.913260 -6.235614 -0.054601
H 1.265655 -6.700653 -1.700457
H 0.019486 -5.090842 -2.883270
H 0.358104 -2.774553 -2.864292
H 3.341959 -0.726601 -2.355884
H 2.050233 -1.555271 -3.241872
H 2.137296 1.331516 -2.294017
H 1.991845 0.752267 -3.949325
H -0.174475 1.511693 -3.124464
H -0.195339 -0.254719 -3.401032
H -2.061935 0.672419 -3.220620
H -4.301861 0.768201 -3.163109
H -5.773356 0.603206 -1.315981
H -5.187218 0.077397 0.882809
H -3.145783 -0.588008 1.711201
H -2.241388 -2.480198 0.985640
H -0.585368 -2.975098 1.215277
H -1.358438 -1.023681 3.250336
H -2.477332 -2.390813 3.209989
O -0.543619 0.854430 3.694972
S 0.470383 1.363630 2.803863
O 1.196414 2.463732 3.343554
O -0.117333 1.524762 1.389986
O 1.453176 0.186829 2.407543
Se -0.407501 3.369724 -1.143988
C -1.022916 5.141406 -1.169642
C -0.664510 6.085356 -0.192950
C -1.153091 7.375942 -0.268364
N -1.970546 7.837336 -1.224390
C -2.310146 6.939090 -2.157812
C -1.883587 5.626279 -2.175414
H 0.009080 5.796472 0.604850
H -0.874200 8.102238 0.492307
H -2.971144 7.305654 -2.942233
H -2.205918 4.953674 -2.960869
F 2.988202 -0.334242 0.668224
Te 3.044499 2.434190 1.123366
F 4.078658 3.844232 1.999787
F 1.691378 3.805570 1.205354
F 3.406298 3.658271 -0.305662
F 4.689724 1.800829 0.221185
O 1.824768 1.481426 -0.366370

Cartesian forces (eV/Å) of the 2 atoms listed first:
1.0 -1.6 -1.4
0.0 0.2 0.0